Record 1
Density functional theory data (ωB97M-V/def2-TZVPD) for a structure of composition C22H18ClMnN3O9P3.

Positions of all 57 atoms, in Å:
Mn1 0.038093 -0.417643 -0.162460
Cl1 2.101652 -0.086416 1.777634
C1 1.657081 1.116277 2.938606
C2 2.654578 1.474422 3.844369
C3 2.438354 2.465345 4.782599
C4 1.215411 3.119758 4.817094
C5 0.226446 2.756780 3.919827
C6 0.408781 1.743929 2.971168
P1 -0.949647 1.296555 1.802805
C7 -2.172196 2.648821 2.073592
C8 -3.299707 2.570020 2.886237
C9 -4.160792 3.655247 2.998522
C10 -3.910771 4.830432 2.306821
C11 -2.794333 4.917722 1.485161
C12 -1.941007 3.832837 1.367330
C13 -1.819818 -0.001038 2.766710
C14 -2.761011 -0.766898 2.074789
C15 -3.510888 -1.715241 2.746663
C16 -3.319471 -1.925834 4.108795
C17 -2.383277 -1.173108 4.797142
C18 -1.638812 -0.206377 4.125925
H1 3.606126 0.963696 3.784168
H2 3.228301 2.730788 5.474552
H3 1.028373 3.905393 5.538635
H4 -0.729788 3.262500 3.957149
H5 -3.511041 1.659273 3.429658
H6 -5.036061 3.574309 3.631918
H7 -4.589080 5.670399 2.396816
H8 -2.596748 5.823667 0.925492
H9 -1.082678 3.891493 0.706731
H10 -2.905137 -0.631198 1.009308
H11 -4.226221 -2.309053 2.192364
H12 -3.893920 -2.685009 4.626913
H13 -2.222986 -1.334614 5.856992
H14 -0.912902 0.381177 4.675038
O1 3.795439 -0.830112 -2.686667
P2 2.528549 -1.308050 -1.802163
O2 2.972128 -2.245637 -0.739653
O3 1.800044 -0.042705 -1.372285
O4 1.618054 -2.039555 -2.894495
P3 0.230098 -2.825523 -2.425742
O5 0.883424 -4.030321 -1.587135
O6 -0.483269 -3.343506 -3.596770
O7 -0.460651 -1.853864 -1.496977
H15 3.619220 0.054538 -3.021691
H16 1.542757 -3.665347 -0.966496
N1 0.018057 1.043214 -3.754597
C19 -1.007587 0.565317 -2.848365
O8 -0.973467 0.977726 -1.656520
C20 -1.936431 -0.305067 -3.400943
C21 -3.034636 -0.734127 -2.606425
N2 -3.915016 -1.062735 -1.935297
C22 -1.822042 -0.772329 -4.739840
N3 -1.806837 -1.130032 -5.836283
H17 0.881506 0.869202 -3.235142
H18 -0.071798 2.057040 -3.743294
O9 -0.365827 -1.514836 1.035414

Force components x, y, z for each atom (eV/Å):
Mn -0.6717 -1.0165 -1.3584
Cl 0.0837 0.2266 0.1802
C 0.2460 0.1039 0.0060
C -0.0183 -0.0414 -0.0126
C -0.0029 0.0092 0.0071
C 0.0065 -0.0033 0.0043
C -0.0421 -0.0830 0.0153
C -0.1605 0.2869 -0.0032
P -0.2122 -0.9367 0.4317
C 0.3904 0.4174 -0.2940
C 0.0155 -0.0054 -0.0007
C -0.0139 -0.0134 0.0128
C 0.0084 -0.0004 -0.0051
C 0.0011 -0.0036 0.0188
C -0.0088 -0.0260 -0.0173
C 0.0032 0.0443 -0.0374
C -0.0611 0.0371 0.0216
C -0.0172 0.0161 -0.0037
C -0.0092 -0.0028 -0.0036
C 0.0021 0.0085 0.0080
C -0.0037 -0.0088 -0.0023
H 0.0030 0.0031 0.0085
H -0.0033 0.0015 0.0028
H 0.0029 0.0004 -0.0015
H 0.0050 0.0138 0.0090
H 0.0011 -0.0007 0.0045
H -0.0034 0.0023 -0.0053
H -0.0006 -0.0011 -0.0025
H -0.0025 -0.0004 -0.0013
H -0.0147 -0.0029 -0.0197
H 0.0451 -0.0329 -0.0043
H -0.0001 -0.0071 0.0071
H -0.0005 -0.0011 -0.0011
H 0.0028 -0.0050 -0.0019
H 0.0166 -0.0221 -0.0006
O 0.0514 0.0141 -0.0007
P -0.0829 0.1056 0.1749
O 0.0124 -0.0593 -0.0775
O 0.1078 0.1312 0.2081
O 0.0548 0.0008 -0.0830
P 0.1848 -0.1869 0.0186
O -0.0932 -0.0027 0.1150
O 0.0634 -0.0297 0.0412
O 0.2843 0.1339 0.0501
H -0.0441 -0.0202 -0.0409
H -0.0014 0.0137 -0.0018
N 0.1161 -0.0358 0.1579
C 0.2347 0.2737 -0.2216
O -0.2430 -0.3095 0.3971
C -0.1910 0.3102 -0.0055
C 0.1687 -0.2288 0.1371
N -0.0867 0.1220 -0.0681
C -0.2313 0.1387 -0.0551
N -0.0256 0.0570 -0.0528
H -0.0026 -0.0298 -0.0336
H -0.0128 -0.0006 -0.0379
O 0.1493 0.6459 0.4170

Summary:
multiplicity = 5
charge = -2
highest occupied orbital energy (spin up / spin down) = -2.06 / -2.27 eV
electronic energy = -117722.527 eV
frontier orbital gap (spin up / spin down) = 0.21996 / 0.22782 hartree

List of Mulliken charges in e, atom by atom: atom 1 (Mn): 1.99, atom 2 (Cl): -0.10, atom 3 (C): 0.62, atom 4 (C): -0.69, atom 5 (C): -0.44, atom 6 (C): -0.79, atom 7 (C): -0.09, atom 8 (C): -0.68, atom 9 (P): 1.09, atom 10 (C): -0.14, atom 11 (C): 0.01, atom 12 (C): -0.69, atom 13 (C): -0.43, atom 14 (C): -0.62, atom 15 (C): -0.33, atom 16 (C): 0.66, atom 17 (C): -0.61, atom 18 (C): -0.65, atom 19 (C): -0.52, atom 20 (C): -0.66, atom 21 (C): -0.08, atom 22 (H): 0.45, atom 23 (H): 0.35, atom 24 (H): 0.39, atom 25 (H): 0.32, atom 26 (H): 0.27, atom 27 (H): 0.40, atom 28 (H): 0.36, atom 29 (H): 0.38, atom 30 (H): 0.38, atom 31 (H): 0.46, atom 32 (H): 0.44, atom 33 (H): 0.34, atom 34 (H): 0.37, atom 35 (H): 0.30, atom 36 (O): -0.61, atom 37 (P): 0.71, atom 38 (O): -0.78, atom 39 (O): -0.76, atom 40 (O): -0.28, atom 41 (P): 0.28, atom 42 (O): -0.58, atom 43 (O): -0.78, atom 44 (O): -0.07, atom 45 (H): 0.29, atom 46 (H): 0.40, atom 47 (N): -0.69, atom 48 (C): 1.08, atom 49 (O): -0.90, atom 50 (C): 0.10, atom 51 (C): 0.07, atom 52 (N): -0.76, atom 53 (C): 0.15, atom 54 (N): -0.71, atom 55 (H): 0.37, atom 56 (H): 0.31, atom 57 (O): -0.88

Record 2
Density functional theory data (ωB97M-V/def2-TZVPD) for a structure of composition C26H24IrNO2PSe2.

Positions of all 57 atoms, in Å:
Ir1 -0.193509 0.670329 -0.532022
C1 0.850578 5.101441 -0.445157
C2 -0.054629 3.911764 -0.530246
O1 0.478635 2.791061 -0.625515
C3 -1.507614 4.064806 -0.518791
C4 -2.073542 5.337921 -0.565903
C5 -3.442761 5.514019 -0.618053
C6 -4.278476 4.395632 -0.629274
C7 -3.739751 3.129562 -0.566395
C8 -2.359356 2.941559 -0.501903
O2 -1.920985 1.679214 -0.420711
H1 1.880353 4.763975 -0.394781
H2 0.615294 5.704047 0.434152
H3 0.726838 5.733067 -1.329509
H4 -1.431722 6.210378 -0.574799
H5 -3.861311 6.511016 -0.656511
H6 -5.353503 4.523687 -0.688881
H7 -4.374438 2.251023 -0.563086
Se1 2.538398 0.796441 -0.182143
P1 2.178917 -1.137347 0.704669
Se2 0.224756 -1.661976 -0.231222
C9 2.011795 -1.019267 2.470727
C10 3.193599 -0.727591 3.159768
C11 3.157854 -0.531882 4.526830
C12 1.950573 -0.624613 5.211368
C13 0.779809 -0.925596 4.530399
C14 0.803113 -1.119491 3.153860
C15 3.380108 -2.371708 0.348789
C16 4.446701 -2.103924 -0.505088
C17 5.357202 -3.113490 -0.785039
C18 5.191674 -4.371637 -0.224573
C19 4.118360 -4.639564 0.621892
C20 3.208466 -3.641377 0.915014
H8 4.137872 -0.654770 2.629215
H9 4.072880 -0.308061 5.061701
H10 1.926628 -0.466476 6.282114
H11 -0.154783 -1.013298 5.070814
H12 -0.109750 -1.356687 2.628944
H13 4.574369 -1.118175 -0.934081
H14 6.195147 -2.915294 -1.441025
H15 5.910059 -5.152607 -0.440198
H16 3.999132 -5.624375 1.056015
H17 2.381536 -3.840610 1.589812
N1 -3.258536 -0.861758 -0.519405
C21 -3.235502 -1.432473 -1.706291
C22 -3.767163 -2.762660 -1.868628
C23 -3.754709 -3.339246 -3.097474
C24 -3.211802 -2.637801 -4.204043
C25 -2.657729 -1.343469 -4.050779
C26 -2.659605 -0.743809 -2.834042
H18 -3.761902 -1.316612 0.232639
H19 -3.066814 0.145101 -0.406891
H20 -4.179055 -3.282272 -1.007949
H21 -4.158709 -4.334691 -3.234814
H22 -3.230263 -3.095754 -5.185818
H23 -2.236762 -0.833759 -4.908447
H24 -2.255964 0.248087 -2.699238

Force components x, y, z for each atom (eV/Å):
Ir 0.6335 0.3797 0.3139
C -0.0506 -0.0127 -0.0714
C -0.3690 -0.0246 0.0379
O 0.2874 0.1516 -0.0861
C 0.4481 -0.2982 0.0391
C -0.3569 0.3974 -0.0204
C 0.0592 -0.0095 -0.0123
C 0.0359 0.2424 -0.0045
C 0.0212 -0.2364 0.0118
C -0.0388 0.2702 -0.0036
O -0.0644 -0.5239 -0.2031
H 0.0263 -0.0185 0.0066
H -0.0137 -0.0207 -0.0508
H -0.0173 -0.0293 0.0712
H -0.0449 -0.0736 0.0076
H 0.0168 -0.0556 -0.0089
H 0.0869 -0.0197 0.0324
H -0.0432 0.0682 0.0068
Se -0.3999 0.1844 -0.1441
P 0.0231 0.1694 0.1456
Se -0.3060 -0.1314 -0.0112
C -0.1523 0.0450 0.3246
C 0.0357 -0.0592 -0.0613
C 0.0300 0.0280 0.0880
C -0.0094 -0.0224 -0.0183
C -0.0223 -0.0212 -0.0659
C 0.1495 0.0320 0.1445
C 0.2329 -0.3645 -0.2394
C 0.0506 -0.1276 0.0014
C 0.0167 0.0357 -0.0037
C 0.0118 -0.0180 0.0132
C 0.0048 0.0048 0.0040
C 0.0674 0.0371 0.0213
H -0.0368 -0.0075 0.0272
H -0.0625 -0.0061 -0.0314
H -0.0018 -0.0187 -0.0341
H 0.0498 0.0099 -0.0345
H -0.0811 0.0022 -0.0677
H -0.0203 -0.0195 -0.0386
H -0.0237 -0.0079 0.0422
H -0.0373 0.0190 -0.0101
H 0.0152 0.0527 -0.0192
H 0.0392 0.0185 -0.0358
N -0.6251 0.5666 0.3965
C 0.0605 -0.4196 -0.5957
C 0.1565 0.3388 0.2300
C 0.1542 0.0557 -0.4787
C -0.0477 0.0471 0.1802
C -0.1111 -0.4503 -0.2958
C -0.2314 -0.1232 0.4634
H 0.1444 -0.0101 0.0225
H 0.2800 -0.3006 -0.0423
H 0.0430 0.1042 -0.0736
H 0.0158 0.0775 -0.0399
H 0.0317 0.0084 0.0716
H -0.0480 -0.0518 0.0267
H -0.0126 0.1355 0.0720

Summary:
multiplicity = 6
charge = +2
highest occupied orbital energy (spin up / spin down) = -13.32 / -13.95 eV
electronic energy = -175740.622 eV
frontier orbital gap (spin up / spin down) = 0.29686 / 0.19732 hartree

List of Mulliken charges in e, atom by atom: atom 1 (Ir): 1.13, atom 2 (C): -1.58, atom 3 (C): 1.33, atom 4 (O): -0.54, atom 5 (C): -0.09, atom 6 (C): -0.61, atom 7 (C): -0.87, atom 8 (C): -0.65, atom 9 (C): -0.41, atom 10 (C): 0.90, atom 11 (O): -0.95, atom 12 (H): 0.29, atom 13 (H): 0.44, atom 14 (H): 0.43, atom 15 (H): 0.42, atom 16 (H): 0.41, atom 17 (H): 0.43, atom 18 (H): 0.39, atom 19 (Se): -0.22, atom 20 (P): 0.68, atom 21 (Se): -0.20, atom 22 (C): 0.87, atom 23 (C): -0.54, atom 24 (C): -0.69, atom 25 (C): -0.48, atom 26 (C): -0.66, atom 27 (C): -0.18, atom 28 (C): 0.77, atom 29 (C): -0.38, atom 30 (C): -0.69, atom 31 (C): -0.42, atom 32 (C): -0.67, atom 33 (C): -0.42, atom 34 (H): 0.36, atom 35 (H): 0.42, atom 36 (H): 0.41, atom 37 (H): 0.41, atom 38 (H): 0.31, atom 39 (H): 0.24, atom 40 (H): 0.41, atom 41 (H): 0.42, atom 42 (H): 0.41, atom 43 (H): 0.36, atom 44 (N): -0.09, atom 45 (C): 0.80, atom 46 (C): -0.56, atom 47 (C): -0.60, atom 48 (C): -0.44, atom 49 (C): -0.75, atom 50 (C): 0.12, atom 51 (H): 0.27, atom 52 (H): 0.14, atom 53 (H): 0.39, atom 54 (H): 0.43, atom 55 (H): 0.42, atom 56 (H): 0.46, atom 57 (H): 0.41

Record 3
Density functional theory data (ωB97M-V/def2-TZVPD) for a structure of composition C17H10CuN4O7S.

Positions of all 40 atoms, in Å:
Cu1 1.877492 -0.759629 -1.399422
O1 5.532341 -2.185909 -1.112277
C1 4.445606 -1.712210 -0.739909
O2 3.453364 -1.666371 -1.600292
C2 4.211312 -1.202247 0.642497
C3 5.279387 -0.842717 1.368964
C4 5.191457 -0.165593 2.614177
C5 3.982461 0.069296 3.204904
C6 2.832626 -0.371687 2.543166
C7 2.854124 -1.117368 1.263590
O3 1.825006 -1.546010 0.695995
N1 1.603670 0.048432 3.150838
O4 1.492346 0.342491 4.315070
O5 0.591035 0.098459 2.453468
N2 6.392511 0.207539 3.390965
O6 7.455825 0.130546 2.790432
O7 6.282436 0.520430 4.553653
H1 6.230315 -0.983152 0.774755
H2 3.885992 0.676463 4.092469
S1 -3.744915 2.265798 -1.180006
C8 -2.267547 1.225221 -1.258770
C9 -1.637807 1.104861 -2.445240
C10 -0.373758 0.490918 -2.468650
N3 0.101405 -0.003158 -1.364277
C11 -0.577405 -0.060678 -0.239234
C12 -1.770921 0.637552 -0.128660
C13 -5.013078 1.083838 -1.431430
C14 -6.318722 1.561423 -1.335834
C15 -7.329481 0.689268 -1.690042
N4 -7.151500 -0.496188 -2.327867
C16 -5.889122 -0.890382 -2.414277
C17 -4.798801 -0.198674 -1.908395
H3 -2.006718 1.535090 -3.355051
H4 0.154185 0.371311 -3.381907
H5 -0.002738 -0.449163 0.544650
H6 -2.285978 0.736188 0.800465
H7 -6.555357 2.506769 -0.950526
H8 -8.380929 0.967821 -1.548170
H9 -5.737001 -1.933874 -2.840731
H10 -3.833134 -0.684709 -2.079088

Force components x, y, z for each atom (eV/Å):
Cu -0.4672 -0.1716 0.1714
O -0.6729 0.7365 1.2924
C -0.0217 -1.2817 -2.5914
O 0.9877 0.2897 0.6687
C -1.8934 -0.3545 1.0803
C 2.3510 0.9019 -0.6714
C 0.6322 -0.4253 0.6234
C -0.7128 -0.1230 -0.7417
C 0.6389 -0.0593 -0.0806
C 0.1950 0.8934 -0.2635
O 0.3306 -0.0247 0.6183
N -1.7769 -0.4384 -1.1253
O 1.3364 0.2562 1.5990
O 0.0998 -0.0607 -0.8058
N -0.1754 -0.7968 -1.7894
O 0.1000 0.1782 0.3060
O -0.1193 0.3403 0.5367
H -0.7941 0.2217 1.3125
H 0.0622 -0.2425 0.1565
S 0.6215 -0.3073 0.3876
C -1.7567 1.0599 0.5578
C 1.8989 -0.2422 -1.6264
C -2.6644 0.8781 -0.2420
N 2.2373 -1.4555 -0.6304
C -0.7414 1.6829 -0.0087
C 0.3758 -0.7186 0.3549
C 0.3489 0.3604 -0.5314
C -0.0420 -1.9596 -0.1210
C -0.7443 -0.3884 -0.9883
N 0.0441 0.8754 0.9091
C -0.1580 -1.8568 0.0031
C 0.1660 -0.4796 -0.7881
H -0.3286 0.1766 -0.1980
H 0.6128 0.0801 -0.4720
H 0.1815 -0.8072 1.3929
H -0.1390 -0.0668 0.5141
H -0.1545 1.1905 0.4917
H 0.4232 0.0238 -0.0625
H -0.1009 1.5148 0.3552
H -0.1803 0.6001 0.4062

Summary:
charge = -1
highest occupied orbital energy = -5.10 eV
electronic energy = -93556.023 eV
frontier orbital gap = 0.25658 hartree

List of Mulliken charges in e, atom by atom: atom 1 (Cu): -0.06, atom 2 (O): -0.71, atom 3 (C): 0.60, atom 4 (O): -0.62, atom 5 (C): 0.14, atom 6 (C): -0.33, atom 7 (C): -0.29, atom 8 (C): -0.11, atom 9 (C): -0.30, atom 10 (C): 0.71, atom 11 (O): -0.83, atom 12 (N): 0.82, atom 13 (O): -0.65, atom 14 (O): -0.61, atom 15 (N): 0.98, atom 16 (O): -0.63, atom 17 (O): -0.64, atom 18 (H): 0.42, atom 19 (H): 0.50, atom 20 (S): -0.23, atom 21 (C): 0.03, atom 22 (C): -0.37, atom 23 (C): -0.02, atom 24 (N): -0.28, atom 25 (C): -0.53, atom 26 (C): -0.37, atom 27 (C): 0.82, atom 28 (C): -0.65, atom 29 (C): -0.29, atom 30 (N): -0.58, atom 31 (C): -0.37, atom 32 (C): -0.27, atom 33 (H): 0.45, atom 34 (H): 0.48, atom 35 (H): 0.91, atom 36 (H): 0.53, atom 37 (H): 0.43, atom 38 (H): 0.34, atom 39 (H): 0.29, atom 40 (H): 0.30

Record 4
Density functional theory data (ωB97M-V/def2-TZVPD) for a cluster of 2 separate species, C8H13NP in total.

Positions of all 23 atoms, in Å:
C1 -0.036273 0.339234 3.436864
C2 0.213705 -0.879986 2.947719
C3 0.009171 1.469916 2.659360
C4 0.713592 -1.075188 1.560082
C5 0.414088 1.431973 1.285272
C6 0.786796 0.215327 0.745605
C7 0.597066 1.571294 -1.675965
C8 -0.994323 -1.028255 -3.642837
N1 -1.312646 -1.851586 -2.683352
P1 0.917020 -0.105866 -0.920818
H1 -0.393169 0.446411 4.497946
H2 0.219344 -1.781646 3.648499
H3 -0.234100 2.353510 3.153910
H4 0.060603 -1.814713 1.069182
H5 0.579508 2.256820 0.663369
H6 1.400379 2.169133 -2.013794
H7 -0.029693 2.033958 -0.882071
H8 -0.098955 1.519077 -2.531733
H9 -0.279234 -0.206903 -3.438807
H10 -1.395786 -1.277407 -4.647024
H11 1.759305 -1.600724 1.529902
H12 -2.061883 -2.403814 -2.939723
H13 -0.834516 -1.780564 -1.821586

Force components x, y, z for each atom (eV/Å):
C -1.1816 -2.1056 2.6479
C 1.0495 -1.6010 1.3501
C 1.5190 0.9672 -4.6977
C 1.3689 -0.5770 -0.0194
C -0.2716 -0.0015 4.5812
C -1.0425 -2.5259 -1.2133
C -2.1411 -0.7131 0.6468
C 0.3435 -1.1509 0.8256
N 1.2118 3.2426 -3.5131
P 0.4635 0.4429 -0.8519
H 0.5298 -0.1723 -1.1810
H -0.1894 1.3164 -1.1574
H -0.4092 1.6763 0.2710
H 0.2235 0.2453 0.0414
H -0.1754 1.4604 0.0177
H 1.0567 0.5869 0.0847
H 0.5709 0.3266 -1.0661
H 0.2522 -0.1859 0.1682
H -0.3757 -0.7612 -0.2795
H 0.0311 0.7416 0.7583
H -1.7055 0.9166 0.4426
H -1.6481 -2.3052 0.2811
H 0.5196 0.1769 1.8626

Summary:
charge = +1
highest occupied orbital energy (spin up / spin down) = -10.38 / -10.48 eV
electronic energy = -19275.276 eV
frontier orbital gap (spin up / spin down) = 0.18453 / 0.18806 hartree

List of Mulliken charges in e, atom by atom: atom 1 (C): -0.34, atom 2 (C): -0.45, atom 3 (C): -0.53, atom 4 (C): -0.40, atom 5 (C): -0.61, atom 6 (C): 0.69, atom 7 (C): -1.02, atom 8 (C): 0.09, atom 9 (N): -0.02, atom 10 (P): -0.32, atom 11 (H): 0.30, atom 12 (H): 0.29, atom 13 (H): 0.43, atom 14 (H): 0.23, atom 15 (H): 0.53, atom 16 (H): 0.35, atom 17 (H): 0.35, atom 18 (H): 0.29, atom 19 (H): 0.11, atom 20 (H): 0.30, atom 21 (H): 0.33, atom 22 (H): 0.28, atom 23 (H): 0.10

Which formula does entry 1 have?
C22H18ClMnN3O9P3

Among the records above, which one has the lowest charge?
C22H18ClMnN3O9P3

The highest electronic energy belongs to which entry?
C8H13NP

The lowest charge belongs to which entry?
C22H18ClMnN3O9P3